Molecular formula: C65H145O3P4
Method: DFT, ωB97M-V with the def2-TZVPD basis set

The geometry in XYZ format:
```
217
Properties=species:S:1:pos:R:3
C -9.489 -3.346 6.066
C -8.937 -4.412 5.173
C -8.217 -3.791 3.937
C -9.114 -2.925 3.030
P -8.555 -2.190 1.459
C -9.773 -1.059 0.788
C -11.170 -1.550 1.156
C -12.326 -0.776 0.552
C -12.127 0.731 0.722
C -8.634 -3.499 0.192
C -8.629 -4.942 0.699
C -8.875 -5.951 -0.471
C -7.847 -5.790 -1.617
C -6.810 -1.523 1.334
C -5.682 -2.492 1.345
C -4.301 -1.839 1.306
C -3.122 -2.689 0.913
H -8.652 -2.658 6.192
H -9.704 -3.770 7.047
H -10.350 -2.851 5.617
H -9.788 -4.998 4.824
H -8.194 -4.974 5.738
H -7.841 -4.613 3.329
H -7.344 -3.169 4.136
H -9.348 -2.058 3.648
H -10.076 -3.410 2.861
H -9.630 -0.919 -0.284
H -9.481 -0.116 1.249
H -11.411 -1.621 2.217
H -11.334 -2.582 0.847
H -13.278 -1.230 0.828
H -12.410 -0.921 -0.525
H -12.766 1.359 0.102
H -11.121 0.905 0.341
H -12.068 1.061 1.759
H -7.822 -3.241 -0.488
H -9.504 -3.342 -0.446
H -9.391 -5.133 1.455
H -7.709 -5.237 1.203
H -9.915 -5.950 -0.797
H -8.794 -6.929 0.004
H -8.110 -4.838 -2.079
H -7.988 -6.548 -2.388
H -6.782 -5.668 -1.422
H -6.877 -0.816 2.161
H -6.807 -0.831 0.492
H -5.700 -3.229 0.542
H -5.706 -3.067 2.271
H -4.012 -1.379 2.251
H -4.259 -1.038 0.567
H -2.231 -2.100 0.696
H -3.312 -3.247 -0.003
H -2.634 -3.202 1.742
C 7.646 -2.489 -0.171
C 6.911 -2.023 -1.425
C 6.043 -3.061 -2.132
C 5.014 -3.654 -1.199
P 3.545 -4.403 -2.090
C 2.587 -5.428 -0.899
C 1.306 -6.064 -1.429
C 0.133 -5.060 -1.199
C -1.150 -5.794 -1.657
C 2.693 -3.199 -3.162
C 1.649 -3.834 -4.083
C 0.808 -2.806 -4.961
C -0.234 -3.399 -5.936
C 4.226 -5.694 -3.197
C 4.806 -6.919 -2.416
C 5.818 -7.669 -3.203
C 6.511 -8.686 -2.275
H 8.566 -1.927 -0.004
H 8.157 -3.424 -0.396
H 7.011 -2.461 0.714
H 7.560 -1.580 -2.181
H 6.177 -1.225 -1.308
H 6.732 -3.768 -2.593
H 5.594 -2.511 -2.959
H 4.579 -2.854 -0.600
H 5.486 -4.456 -0.631
H 2.395 -4.731 -0.084
H 3.173 -6.251 -0.490
H 1.121 -6.829 -0.674
H 1.314 -6.375 -2.473
H 0.294 -4.198 -1.846
H 0.083 -4.650 -0.190
H -1.248 -5.997 -2.723
H -2.011 -5.187 -1.376
H -1.276 -6.773 -1.195
H 3.479 -2.538 -3.527
H 2.113 -2.623 -2.441
H 1.031 -4.584 -3.589
H 2.278 -4.346 -4.811
H 1.524 -2.294 -5.602
H 0.356 -2.033 -4.340
H -0.880 -4.105 -5.413
H 0.258 -3.939 -6.745
H -0.794 -2.515 -6.239
H 4.915 -5.166 -3.856
H 3.394 -6.066 -3.795
H 4.005 -7.585 -2.096
H 5.167 -6.589 -1.442
H 6.542 -7.011 -3.682
H 5.393 -8.190 -4.061
H 5.875 -9.497 -1.920
H 6.955 -8.243 -1.384
H 7.304 -9.121 -2.883
C 6.851 3.236 5.028
C 5.349 2.762 5.146
C 4.224 3.743 4.724
C 2.825 3.117 4.958
P 2.393 1.677 3.812
C 2.968 0.028 4.565
C 3.043 -0.103 6.045
C 3.875 -1.324 6.540
C 5.349 -0.875 6.503
C 0.580 1.448 3.772
C -0.225 2.226 4.888
C -1.619 1.811 5.221
C -1.915 0.346 5.502
C 3.008 2.002 2.113
C 4.399 1.450 1.650
C 4.895 2.169 0.354
C 6.355 1.735 -0.014
H 7.174 4.019 5.714
H 6.988 3.561 3.997
H 7.500 2.368 5.150
H 5.218 2.490 6.193
H 5.292 1.773 4.691
H 4.453 4.044 3.702
H 4.308 4.611 5.379
H 2.156 3.940 4.710
H 2.585 2.949 6.008
H 3.993 0.006 4.195
H 2.597 -0.855 4.045
H 2.091 -0.169 6.570
H 3.498 0.785 6.484
H 3.741 -2.131 5.820
H 3.662 -1.708 7.537
H 5.509 0.037 7.079
H 5.589 -0.524 5.499
H 6.022 -1.640 6.890
H 0.440 0.367 3.771
H 0.415 1.885 2.787
H -0.407 3.248 4.556
H 0.373 2.352 5.791
H -2.324 2.192 4.481
H -1.886 2.321 6.147
H -1.763 -0.161 4.549
H -2.939 0.041 5.714
H -1.280 -0.018 6.310
H 2.915 3.072 1.929
H 2.263 1.574 1.442
H 4.301 0.375 1.495
H 5.210 1.535 2.373
H 4.868 3.239 0.563
H 4.224 1.987 -0.486
H 6.900 1.168 0.741
H 6.785 2.713 -0.234
H 6.538 1.300 -0.996
C 5.583 7.062 0.058
C 5.288 6.514 -1.371
C 3.864 5.907 -1.563
C 3.414 5.728 -3.056
P 1.654 5.924 -3.371
C 1.142 5.536 -5.133
C 1.453 6.697 -6.233
C 0.190 7.433 -6.645
C -0.406 7.091 -8.020
C 1.056 7.601 -2.881
C 1.785 8.869 -3.325
C 0.887 10.071 -3.112
C -0.243 10.310 -4.103
C 0.756 4.693 -2.423
C 1.243 3.266 -2.646
C 0.305 2.274 -1.879
C 1.012 0.920 -1.631
H 4.838 7.731 0.489
H 6.422 7.751 -0.035
H 5.843 6.216 0.695
H 5.977 5.712 -1.637
H 5.518 7.268 -2.124
H 3.083 6.427 -1.009
H 3.729 4.956 -1.048
H 3.762 4.739 -3.355
H 3.873 6.415 -3.766
H 0.130 5.138 -5.200
H 1.728 4.708 -5.533
H 1.985 6.379 -7.130
H 2.197 7.366 -5.800
H 0.380 8.484 -6.430
H -0.622 7.163 -5.970
H 0.213 7.439 -8.847
H -1.449 7.399 -8.080
H -0.565 6.013 -8.051
H 0.980 7.598 -1.794
H 0.054 7.663 -3.305
H 2.047 8.908 -4.383
H 2.786 8.997 -2.914
H 1.541 10.943 -3.133
H 0.495 10.040 -2.096
H -0.834 11.134 -3.702
H -0.899 9.448 -4.227
H 0.125 10.766 -5.022
H -0.324 4.820 -2.488
H 0.947 5.003 -1.395
H 2.223 3.187 -2.176
H 1.365 2.898 -3.664
H -0.681 2.286 -2.342
H 0.080 2.759 -0.928
H 1.864 1.171 -0.999
H 1.308 0.456 -2.571
H 0.411 0.161 -1.130
O 0.197 -1.578 0.692
C 1.493 -1.583 0.854
O 1.773 -1.031 1.883
O 2.327 -2.140 0.107
H 0.360 -1.074 1.492
```

Results
Frontier orbital gap (eV): 8.524
Relative energy (zero: lowest compared OMol25 entry of this formula, charge and spin) (kcal/mol): 132.68
Charge: +3
F_max (hartree/bohr): 0.1478
E_tot (eV): -113032.481